No. 1
C5H9NS | wB97M-V/def2-TZVPD

CARTESIAN COORDINATES (ANGSTROEM)
C1 -0.83931 -1.51115 -1.43963
N1 -0.75395 -0.11262 -1.04287
C2 -0.74981 0.31550 0.35699
C3 -0.20257 -0.04573 1.73792
S1 1.19282 1.27524 1.79042
C4 1.22224 1.55327 -0.08051
C5 0.50729 0.28095 -0.46220
H1 -0.23871 -2.20213 -0.80734
H2 -1.88333 -1.80689 -1.38651
H3 -0.51564 -1.60062 -2.48430
H4 -1.20205 1.30173 0.40034
H5 0.24717 -1.04152 1.82913
H6 -0.86945 0.12838 2.58815
H7 0.70521 2.47648 -0.35488
H8 2.25249 1.59139 -0.40502
H9 1.12760 -0.60227 -0.23969

Its max |F| is 0.65 eV Å⁻¹. As for the SMILES: CN1[C@H]2CSC[C@@H]21. For the HOMO energy, the calculation gives -8.65 eV. The calculation puts the frontier orbital gap at 9.5 eV.

No. 2
C5H9NS2 | wB97M-V/def2-TZVPD

CARTESIAN COORDINATES (ANGSTROEM)
C1 0.24243 2.85974 0.21617
C2 -0.88908 1.82118 0.30073
C3 -0.78370 0.58598 -0.21880
N1 0.50585 -0.04090 -0.65562
C4 1.39507 -0.31633 0.31981
S1 2.91284 -0.89975 -0.00205
S2 -2.08771 -0.53913 -0.45923
C5 -1.98694 -1.85010 0.72761
H1 0.58249 3.19853 1.15809
H2 1.14410 2.54162 -0.32158
H3 -0.17406 3.70985 -0.32405
H4 -1.88701 2.09319 0.79769
H5 0.64378 -0.28648 -1.72887
H6 1.03005 -0.03863 1.36121
H7 -2.95851 -2.47398 0.67845
H8 -1.19611 -2.58352 0.46769
H9 -1.79446 -1.45512 1.80806

Its max |F| is 3.43 eV Å⁻¹. As for the SMILES: C/C=C(\NC=S)SC. For the HOMO energy, the calculation gives -8.29 eV. The calculation puts the frontier orbital gap at 8.9 eV.

no.,electronic energy (eV)
1,-17652.944
2,-28489.946